81
Properties=species:S:1:pos:R:3:forces:R:3 method="wB97M-V/def2-TZVPD" orbital_gap_ev=6.5 total_charge=-1 e_homo_ha=-0.1645 lumo_ev=2.05 e_above_lowest_ev=0.9395
Rb -0.305592 -1.876303 1.059949 0.7559 -1.3695 1.0170
O -1.205152 1.134785 2.287512 -0.0781 0.1056 0.3999
C -1.262985 0.934087 1.074544 -0.3862 0.3932 -0.0237
O -0.307415 0.473328 0.381719 0.2447 0.9834 -0.7330
C -2.564944 1.261318 0.327147 0.0237 0.1262 0.1697
C -2.307589 1.905019 -1.042569 0.1584 0.2524 0.0400
C -3.579079 2.613154 -1.536557 0.0752 0.0970 -0.0072
C -4.443826 1.401909 -1.946964 -0.0651 -0.1010 -0.0400
C -3.494742 0.236614 -1.616595 -0.2201 -0.2605 -0.1700
O -2.216606 0.795384 -1.936391 0.1413 -0.0342 -0.1438
C -3.426962 0.033852 -0.104217 -0.1454 -0.1240 0.0485
C -2.893223 -1.347783 0.335951 -0.6590 0.1325 -0.2078
O -2.763183 -1.518447 1.560592 -0.7440 0.1947 0.3064
O -2.622270 -2.190975 -0.555613 -0.2032 0.0643 -0.0889
H -3.137278 1.926514 0.976058 0.0258 -0.0244 -0.0471
H -1.393292 2.494344 -1.096829 -0.0098 0.0167 0.0121
H -4.036054 3.232295 -0.765603 -0.0041 0.0151 0.0329
H -3.354600 3.246174 -2.397043 0.0100 0.0069 0.0280
H -5.379110 1.336895 -1.392871 -0.0505 -0.0108 0.0164
H -4.678914 1.425948 -3.012065 0.0052 -0.0279 -0.0021
H -3.643578 -0.687010 -2.174403 -0.0056 0.0767 0.0603
H -4.420784 0.117681 0.345402 0.0394 -0.0179 -0.0215
C 5.705210 -1.878500 -2.264204 0.2219 -0.1383 0.0779
N 4.518761 -1.058321 -2.209294 -0.0780 0.0770 -0.0147
C 4.143692 -0.294175 -3.259640 -0.1138 0.1204 -0.0092
C 3.010422 0.432362 -3.225745 0.1299 -0.0938 0.0340
C 2.212264 0.328722 -2.028969 0.3909 -0.2045 -0.0420
N 2.590848 -0.395101 -0.989309 -0.3006 0.0394 -0.3247
C 3.729620 -1.114247 -1.029583 -0.0231 0.1806 -0.0218
O 4.124052 -1.816942 -0.116067 0.2581 -0.3279 0.2888
N 1.051831 0.967158 -1.965283 -0.5387 0.1173 0.0693
H 6.372467 -1.488775 -3.033099 -0.0093 -0.0367 0.0132
H 5.450019 -2.916755 -2.490978 0.0579 0.0254 0.0390
H 6.197016 -1.852537 -1.291986 -0.0142 -0.0289 -0.1204
H 4.807531 -0.301694 -4.115599 -0.0145 -0.0036 0.0077
H 2.713778 1.048808 -4.057649 -0.0332 0.0547 -0.0671
H 0.647509 1.332225 -2.809265 0.0093 0.0484 0.0331
H 0.427625 0.787119 -1.159704 -0.0363 0.0245 0.1141
Te 1.984707 0.753688 2.402092 0.1309 0.1368 0.3286
C 3.810975 0.557241 3.495431 -0.0865 0.0123 -0.1589
C 4.862602 -0.183674 2.966733 -0.0007 -0.0004 -0.0765
C 6.041491 -0.340732 3.677815 0.1417 -0.0679 -0.0280
C 6.188972 0.249787 4.922136 0.1183 -0.0171 0.0718
C 5.152313 1.000354 5.451833 0.0251 0.0615 0.1417
C 3.971814 1.151866 4.741153 -0.1061 0.0596 0.0428
C 1.298849 -1.065369 3.261728 0.4156 0.2719 0.3489
C 1.946519 -2.261739 2.963247 0.2593 0.1065 0.2055
C 1.524986 -3.444370 3.551202 0.1928 -0.0995 -0.1021
C 0.452479 -3.441735 4.427169 -0.1070 -0.1426 0.1140
C -0.195991 -2.253383 4.718389 -0.1149 0.0362 0.0925
C 0.225178 -1.065156 4.139969 -0.0206 0.1687 0.0668
H 4.753033 -0.641503 1.993916 -0.0181 -0.0862 -0.1163
H 6.848976 -0.926884 3.255016 0.0067 -0.0076 0.0023
H 7.110021 0.125922 5.477889 0.0237 -0.0010 0.0163
H 5.260065 1.466340 6.424739 0.0015 -0.0049 -0.0073
H 3.159719 1.731230 5.161201 -0.0302 0.0174 0.0161
H 2.763414 -2.267556 2.253006 0.0704 -0.0024 -0.0709
H 2.033267 -4.372351 3.313546 -0.0244 0.0294 -0.0114
H 0.119562 -4.368717 4.878836 -0.0095 0.0136 -0.0057
H -1.035265 -2.242562 5.401792 -0.0448 -0.0254 -0.0279
H -0.294762 -0.137748 4.338925 -0.0339 -0.0111 -0.0179
C -4.645304 -5.147054 -5.310301 -0.0493 -0.0508 -0.0506
C -3.591804 -4.471485 -4.481299 0.0145 0.0557 -0.0260
C -2.973651 -5.131899 -3.429839 0.0205 -0.0199 0.0378
C -2.013400 -4.502422 -2.651316 0.0656 0.1395 -0.0130
C -1.664971 -3.198492 -2.939238 -0.0349 0.0337 0.0937
C -2.276521 -2.511312 -3.975058 0.0026 -0.0358 0.0505
C -3.230046 -3.152065 -4.743935 -0.0184 -0.0261 0.0061
S -0.428762 -2.373596 -1.935707 0.3532 -0.1510 -0.8926
C 0.843713 -2.449830 -3.233719 -0.2645 -0.0952 0.0244
O 0.067620 -3.365345 -0.939055 0.1495 -0.7903 -0.7482
H -4.770153 -6.186667 -5.012508 -0.0122 -0.0426 0.0045
H -4.386719 -5.128255 -6.369749 0.0007 -0.0026 -0.0431
H -5.609326 -4.649601 -5.200246 -0.0513 0.0213 0.0015
H -3.258005 -6.151759 -3.203874 -0.0165 -0.0605 0.0131
H -1.543519 -4.991658 -1.811240 0.0383 -0.0435 0.0753
H -2.027102 -1.476033 -4.160569 0.0327 0.1385 -0.0228
H -3.714241 -2.616643 -5.550456 -0.0412 0.0374 -0.0654
H 0.893953 -3.460388 -3.624864 -0.0188 -0.1463 -0.0363
H 1.774626 -2.192618 -2.755454 0.2831 0.1250 0.1674
H 0.616622 -1.741354 -4.023814 -0.0581 0.1169 -0.1244

122
Properties=species:S:1:pos:R:3:forces:R:3 method="wB97M-V/def2-TZVPD" orbital_gap_ev="3.4 / 6.3" total_charge=-1 e_homo_ha="-0.0643 / -0.1677" spin_multiplicity=2 lumo_ev="1.69 / 1.69" e_above_lowest_ev=0.0000
La -0.329259 1.820972 -0.072664 0.3159 -1.4083 0.2124
C 0.417138 0.957412 -3.706189 -0.1203 0.0277 0.0617
C -1.122261 1.172241 -3.813547 0.1045 -0.0651 0.0445
N -1.857239 0.835583 -2.589605 -0.1056 0.5499 0.1357
C -2.468349 -0.497511 -2.575721 0.1184 -0.0639 0.0951
C -2.286812 -1.193983 -1.230780 0.1752 0.1352 -0.1003
N -0.948544 -1.003410 -0.700906 -0.3367 -0.0680 0.1706
C 0.105310 -1.809976 -1.292016 0.0609 0.1859 -0.1415
C 0.681485 -1.187146 -2.564916 -0.2550 0.0509 0.1175
N 0.805085 0.272597 -2.473317 0.3008 0.1962 0.1463
H 0.904288 1.926156 -3.726635 0.0052 -0.0189 -0.0009
H 0.760799 0.408013 -4.589872 0.0242 -0.0602 -0.0553
H -1.513216 0.594236 -4.655965 -0.0376 -0.0124 -0.0419
H -1.293999 2.222610 -4.042212 -0.0138 0.0101 0.0156
H -2.566026 1.539972 -2.432749 -0.0603 0.0196 -0.1659
H -2.005867 -1.097322 -3.359068 -0.0027 0.0108 -0.0551
H -3.536233 -0.451637 -2.812991 -0.0450 -0.0011 -0.0352
H -2.552919 -2.255768 -1.338308 -0.0450 -0.0391 0.0333
H -2.969849 -0.754212 -0.505185 -0.0017 0.0221 0.0442
H -0.947254 -1.190467 0.301433 0.0375 0.0215 0.0018
H -0.237274 -2.830042 -1.512531 0.0128 -0.0531 -0.0228
H 0.884252 -1.881889 -0.533052 0.0201 -0.0293 0.0232
H 0.033019 -1.412520 -3.412580 0.0178 0.0138 -0.0357
H 1.643937 -1.655153 -2.788376 0.0619 -0.0487 -0.0329
H 1.753132 0.534755 -2.226660 0.0838 -0.0515 -0.1404
B -1.949249 4.759032 1.942530 0.1488 0.0088 -0.0200
N -2.994236 3.887414 1.167076 -0.1456 -0.0309 0.0787
C -4.317599 4.079567 1.168719 -0.0202 -0.0425 -0.0334
C -4.908755 3.156659 0.320591 0.0020 -0.0308 -0.0017
C -3.834212 2.414211 -0.156959 -0.0225 -0.0191 -0.0379
N -2.680927 2.866571 0.350087 -0.1058 0.0795 -0.1629
N -0.998272 3.846316 2.770626 -0.0061 -0.0776 0.0284
C -0.712615 3.986295 4.069976 0.0603 -0.0898 0.0153
C 0.350910 3.157920 4.392187 -0.0346 -0.0007 -0.0092
C 0.665119 2.519430 3.195903 -0.1614 0.3528 0.0944
N -0.152306 2.937589 2.216795 -0.0181 0.1881 0.2605
H -2.574641 5.444074 2.719580 0.0274 -0.0493 -0.0425
H -1.311535 5.416360 1.153354 -0.0579 -0.0822 0.0331
H -4.753747 4.859163 1.772571 0.0726 -0.0397 -0.0196
H -5.954182 3.027200 0.097242 0.0467 -0.0114 0.0286
H -3.860973 1.548958 -0.807348 0.0193 0.0646 0.0650
H -1.280061 4.670614 4.681318 0.0225 -0.0279 -0.0739
H 0.817541 3.015857 5.353001 -0.0523 0.0012 -0.0453
H 1.441333 1.800705 2.996378 -0.1047 -0.0452 -0.0599
S 0.927130 -0.421363 1.586612 -0.0637 0.0474 -0.0159
C 0.179489 -0.568430 3.179877 -0.1804 -0.0766 0.2009
C 0.946591 -0.954373 4.248172 -0.0675 0.0326 -0.0035
C 0.453994 -1.054708 5.577891 -0.1827 0.0154 0.2209
C 1.307159 -1.491696 6.612928 0.0877 -0.0991 0.1760
N 2.019087 -1.862682 7.457277 -0.2436 0.1590 -0.3386
C -0.934145 -0.662096 5.819563 0.3052 -0.0781 -0.0536
C -1.702918 -0.259862 4.734909 0.0970 0.0085 -0.0450
C -1.214300 -0.253520 3.435433 -0.0380 0.0589 -0.0147
S -2.306123 0.202633 2.102737 -0.0054 0.2763 0.1732
C -1.525433 -0.666702 7.113724 -0.0088 0.0012 0.1633
N -2.025071 -0.670225 8.159967 0.1403 0.0048 -0.3241
H 1.989501 -1.179548 4.058628 0.0099 -0.0030 0.0978
H -2.724530 0.050502 4.924665 0.0495 -0.0149 -0.0228
F -0.901579 3.616388 -1.943670 -0.0487 -0.0633 -0.0232
P 0.515199 4.482033 -1.972844 0.2009 0.2120 -0.3019
F 0.472579 4.451957 -0.343584 -0.0302 -0.0601 0.0318
F 1.926778 5.209398 -1.949888 0.0431 0.0418 0.0019
F -0.290632 5.831572 -2.024812 -0.0670 0.1299 0.0163
F 0.538342 4.341205 -3.564583 0.0065 0.0361 -0.0827
F 1.286928 3.009404 -1.865130 -0.0587 -0.0193 -0.0712
O 2.170047 2.316811 0.571147 0.0215 -0.1566 -0.1104
H 2.940192 1.723593 0.358387 -0.1900 0.2041 0.0740
H 2.444683 3.235372 0.479546 0.0380 -0.0140 -0.0735
C 5.209538 0.673662 -5.575439 -0.0057 -0.0816 0.0365
C 5.460674 -0.500569 -4.663955 -0.0323 0.0454 -0.0121
C 6.742575 -0.979851 -4.425453 0.0091 0.0035 0.0177
C 6.967524 -2.033728 -3.548246 0.1295 0.0249 -0.0661
C 5.903810 -2.647603 -2.907738 -0.0849 -0.0861 0.1137
N 6.146951 -3.703184 -1.989913 0.1009 0.1760 -0.0734
C 5.481646 -4.001180 -0.819865 0.0190 -0.0048 0.1911
O 5.472091 -5.132982 -0.375151 -0.0437 0.0285 -0.0777
N 4.841584 -2.968961 -0.159987 -0.1095 0.0646 -0.1143
C 5.129550 -1.588759 -0.183556 -0.0168 -0.1190 -0.0618
C 6.418220 -1.098332 -0.300864 0.2108 -0.1029 -0.0036
C 6.616342 0.269382 -0.323748 0.0433 0.1425 -0.0088
C 5.519873 1.108230 -0.213734 0.0298 -0.0443 -0.1114
N 4.282007 0.640401 -0.075788 -0.0078 -0.0199 0.1038
C 4.091783 -0.674285 -0.055659 -0.1907 -0.0028 0.0466
C 4.611436 -2.214797 -3.179071 -0.0817 0.0298 -0.0126
C 4.398765 -1.144415 -4.030037 0.0056 -0.0009 0.0131
H 6.144148 1.086462 -5.954447 -0.0178 -0.0053 0.0076
H 4.674756 1.467009 -5.049793 0.0209 -0.0046 -0.0055
H 4.596758 0.380465 -6.430581 0.0182 0.0074 0.0085
H 7.587208 -0.505338 -4.912176 -0.0108 -0.0148 0.0075
H 7.979773 -2.371892 -3.350187 -0.0622 0.0307 0.0157
H 6.700914 -4.479892 -2.308901 0.0145 -0.0610 -0.0360
H 4.216559 -3.295745 0.560407 0.0047 -0.0250 0.0585
H 7.253843 -1.785715 -0.365812 -0.0351 0.0482 -0.0150
H 7.613170 0.681370 -0.409363 -0.0308 -0.0001 -0.0127
H 5.626013 2.187034 -0.239335 0.0364 -0.0325 0.0192
H 3.072176 -1.013426 0.114835 0.0520 -0.0118 -0.0229
H 3.777018 -2.718101 -2.707995 -0.0291 0.0186 0.0282
H 3.383785 -0.805622 -4.214832 0.0250 -0.0031 0.0070
C -7.632639 0.281209 -0.191402 0.0492 -0.0146 0.0046
C -7.496294 0.656562 1.137752 0.0098 0.0180 -0.0094
C -6.398241 0.227064 1.872819 0.0057 0.0003 0.0033
C -5.420068 -0.595927 1.306569 -0.0599 0.0197 -0.0770
C -5.584359 -0.975099 -0.031247 -0.0521 0.0455 -0.0004
C -6.672585 -0.537282 -0.776235 0.0108 0.0112 0.0459
Si -3.982109 -1.121319 2.391870 0.2987 -0.1060 0.0316
C -3.457099 -2.889448 2.070264 0.0270 -0.1460 -0.0490
C -4.246666 -3.786764 1.341697 0.0107 0.0020 0.0950
C -3.815859 -5.084768 1.092657 -0.0137 0.0234 -0.0183
C -2.585568 -5.512617 1.572287 -0.0009 0.0138 -0.0010
C -1.794404 -4.643385 2.312585 -0.0227 0.0670 0.0096
C -2.224865 -3.346406 2.562450 -0.0027 -0.0007 -0.1084
H -8.483562 0.622476 -0.770488 0.0345 -0.0266 0.0301
H -8.244338 1.289925 1.601958 0.0502 -0.0244 -0.0176
H -6.298339 0.538950 2.908473 -0.0131 -0.0257 -0.0653
H -4.859646 -1.630749 -0.502168 -0.0681 0.0162 0.0416
H -6.778194 -0.843225 -1.811293 0.0054 0.0072 0.0355
H -4.444296 -0.948033 3.784886 -0.0331 -0.0141 -0.0249
H -5.220641 -3.477780 0.977210 0.0370 -0.0058 -0.0137
H -4.444006 -5.762874 0.525158 0.0211 0.0300 0.0247
H -2.246660 -6.523287 1.374430 -0.0142 0.0321 0.0172
H -0.838048 -4.970462 2.703433 -0.0295 0.0101 -0.0206
H -1.589932 -2.679449 3.136557 -0.0109 -0.0474 -0.0214